Entry P
30
Properties=species:S:1:pos:R:3 method="wB97M-V/def2-TZVPD" e_homo_ev=-8.881 smiles=Cc1ccccc1.Cc1ccccc1 orbital_gap_ev=9.76 total_charge=0
C 0.985 -1.898 3.673
C 0.261 -0.669 3.150
C -0.541 -0.774 2.028
C -1.102 0.373 1.481
C -0.920 1.598 2.100
C -0.224 1.663 3.300
C 0.460 0.560 3.778
H 1.418 -1.734 4.641
H 1.742 -2.215 2.953
H 0.277 -2.720 3.698
H -0.716 -1.751 1.596
H -1.760 0.318 0.624
H -1.194 2.477 1.535
H -0.266 2.562 3.907
H 1.032 0.600 4.689
C 1.060 -1.853 -2.936
C 0.356 -0.506 -2.822
C -1.015 -0.452 -3.105
C -1.610 0.784 -3.235
C -0.822 1.944 -3.080
C 0.421 1.859 -2.511
C 1.045 0.606 -2.403
H 1.945 -1.726 -3.560
H 0.397 -2.589 -3.375
H 1.397 -2.132 -1.936
H -1.536 -1.392 -3.225
H -2.659 0.957 -3.432
H -1.357 2.860 -3.281
H 0.863 2.763 -2.107
H 2.063 0.484 -2.145

Entry Q
30
Properties=species:S:1:pos:R:3 method="wB97M-V/def2-TZVPD" e_homo_ev=-8.892 smiles=Cc1ccccc1.Cc1ccccc1 orbital_gap_ev=9.83 total_charge=0
C -0.062 -3.030 1.649
C 0.647 -2.887 0.334
C 1.303 -3.977 -0.234
C 1.709 -3.967 -1.558
C 1.484 -2.849 -2.348
C 0.785 -1.774 -1.811
C 0.470 -1.763 -0.466
H 0.077 -4.006 2.084
H -1.135 -2.951 1.480
H 0.189 -2.228 2.347
H 1.551 -4.855 0.353
H 2.241 -4.824 -1.952
H 2.052 -2.664 -3.254
H 0.514 -0.901 -2.392
H -0.067 -0.916 -0.059
C -0.976 1.940 2.772
C -1.014 2.482 1.370
C -0.402 1.830 0.286
C -0.071 2.482 -0.881
C -0.657 3.732 -1.114
C -1.468 4.318 -0.166
C -1.549 3.728 1.106
H -1.972 2.028 3.202
H -0.266 2.519 3.365
H -0.655 0.901 2.820
H 0.100 0.920 0.587
H 0.743 2.132 -1.502
H -0.581 4.177 -2.101
H -1.875 5.317 -0.243
H -1.918 4.358 1.892

Entry R
30
Properties=species:S:1:pos:R:3 method="wB97M-V/def2-TZVPD" e_homo_ev=-8.753 smiles=Cc1ccccc1.Cc1ccccc1 orbital_gap_ev=9.68 total_charge=0
C -1.214 -2.636 0.465
C -0.398 -1.767 1.513
C -1.011 -0.636 2.057
C -0.354 -0.110 3.244
C 0.920 -0.505 3.571
C 1.632 -1.332 2.757
C 0.905 -2.074 1.799
H -2.022 -2.150 0.036
H -1.225 -3.675 0.839
H -0.644 -2.871 -0.362
H -1.930 -0.225 1.691
H -1.024 0.565 3.786
H 1.389 -0.050 4.369
H 2.580 -1.669 2.896
H 1.359 -2.939 1.364
C -1.567 0.319 -2.813
C -0.316 0.971 -2.330
C 0.295 1.925 -3.138
C 1.068 2.863 -2.525
C 1.600 2.662 -1.183
C 1.179 1.555 -0.456
C 0.132 0.785 -1.033
H -2.384 0.936 -2.737
H -1.900 -0.569 -2.270
H -1.430 -0.020 -3.868
H -0.101 1.915 -4.187
H 1.477 3.701 -2.987
H 2.270 3.348 -0.785
H 1.241 1.550 0.609
H -0.526 0.132 -0.321

entry P comes first in stability; the runner-up is 0.0062 hartree higher.

Entry P
20
Properties=species:S:1:pos:R:3 method="wB97M-V/def2-TZVPD" e_homo_ev="-8.212 / -8.211" smiles="CC1(C)C=CC(O)=C1C=O" orbital_gap_ev="7.99 / 7.99" total_charge=0
C 1.132 1.035 0.569
C 0.283 0.006 -0.164
C 1.229 -0.862 -1.004
C -0.813 0.596 -0.991
C -2.011 0.317 -0.594
C -1.952 -0.361 0.605
O -3.043 -0.834 1.255
C -0.501 -0.692 0.976
C -0.037 -1.471 2.028
O 1.084 -1.437 2.504
H 1.887 0.526 1.224
H 0.487 1.758 1.033
H 1.862 1.510 -0.189
H 1.011 -1.931 -1.153
H 2.144 -0.750 -0.648
H 1.156 -0.437 -2.062
H -0.572 1.221 -1.955
H -2.840 0.863 -1.020
H -3.805 -0.745 0.793
H -0.939 -1.952 2.530

Entry Q
20
Properties=species:S:1:pos:R:3 method="wB97M-V/def2-TZVPD" e_homo_ev=-8.440 smiles="C[C@H]1C=CC=C[C@]1(O)C=O" orbital_gap_ev=8.69 total_charge=0
C -0.332 1.220 1.449
C 0.204 0.984 0.007
C 1.593 0.468 0.278
C 1.660 -0.855 0.498
C 0.539 -1.712 0.522
C -0.674 -1.317 0.126
C -0.786 -0.050 -0.625
O -2.122 0.408 -0.572
C -0.253 -0.025 -2.123
O -0.956 0.254 -3.071
H -0.165 0.207 1.913
H -1.449 1.226 1.552
H -0.027 2.131 1.886
H 0.164 1.893 -0.544
H 2.471 1.089 0.435
H 2.660 -1.276 0.721
H 0.721 -2.777 0.791
H -1.618 -1.811 0.410
H -2.472 0.206 -1.379
H 0.842 -0.263 -2.272

entry Q comes first in stability; the runner-up is 0.0191 hartree higher.

Entry P
20
Properties=species:S:1:pos:R:3 method="wB97M-V/def2-TZVPD" e_homo_ev=-9.202 smiles="c1ccccc1.CC(=O)O" orbital_gap_ev=9.99 total_charge=0
C 0.323 -1.384 1.307
C 0.163 0.061 1.574
C 1.123 1.035 1.159
C 2.299 0.609 0.554
C 2.368 -0.719 0.059
C 1.337 -1.664 0.396
H -0.466 -2.183 1.633
H -0.822 0.496 1.932
H 1.108 2.006 1.549
H 3.061 1.278 0.091
H 3.099 -1.111 -0.595
H 1.372 -2.668 -0.106
C -0.512 0.894 -1.739
C -1.745 0.570 -1.031
O -2.367 1.338 -0.293
O -2.129 -0.850 -1.187
H -0.451 1.995 -1.627
H 0.349 0.259 -1.416
H -0.666 0.712 -2.756
H -2.758 -1.103 -0.542

Entry Q
20
Properties=species:S:1:pos:R:3 method="wB97M-V/def2-TZVPD" e_homo_ev=-9.532 smiles="c1ccccc1.CC(=O)O" orbital_gap_ev=10.45 total_charge=0
C 1.099 1.773 1.613
C 0.161 2.431 0.810
C 0.134 2.205 -0.548
C 1.044 1.318 -1.125
C 2.008 0.692 -0.321
C 2.056 0.911 1.028
H 0.956 1.829 2.699
H -0.622 3.010 1.307
H -0.675 2.638 -1.129
H 0.952 1.022 -2.154
H 2.676 -0.025 -0.846
H 2.799 0.467 1.598
C -2.249 -3.075 0.068
C -1.371 -1.977 -0.445
O -0.922 -1.934 -1.595
O -1.024 -1.080 0.511
H -2.599 -3.751 -0.708
H -1.633 -3.577 0.801
H -3.152 -2.749 0.559
H -0.436 -0.416 0.055

Entry R
20
Properties=species:S:1:pos:R:3 method="wB97M-V/def2-TZVPD" e_homo_ev="-7.594 / -8.408" orbital_gap_ev="6.37 / 7.48" total_charge=0
C -3.906 -1.247 0.334
C -2.785 -0.812 0.462
C -1.091 2.304 -0.127
C -1.819 1.189 -0.291
C 0.724 -0.662 -1.481
C 0.807 -0.227 0.101
C -1.549 -0.165 0.268
C 1.843 -1.015 0.940
O -0.402 -0.261 -1.956
O -0.429 -0.617 0.715
H -4.762 -1.837 0.500
H -1.381 3.230 -0.715
H -0.218 2.375 0.568
H -2.624 1.111 -0.901
H 1.606 -0.100 -1.914
H 0.920 -1.761 -1.729
H 0.871 0.801 -0.026
H 1.708 -2.041 0.784
H 1.567 -0.810 1.906
H 2.867 -0.799 0.662

entry Q comes first in stability; the runner-up is 0.0485 hartree higher.

Entry P
9
Properties=species:S:1:pos:R:3 method="wB97M-V/def2-TZVPD" e_homo_ev=-9.204 orbital_gap_ev=9.36 total_charge=0
C 1.062 1.360 -0.088
C 0.192 0.183 -0.047
C -1.237 -0.009 0.264
O 2.474 -0.560 -1.088
O 1.191 0.574 0.892
Cl 1.021 -1.076 -1.024
H -1.696 0.646 0.996
H -1.412 -0.980 0.830
H -1.596 -0.139 -0.736

Entry Q
9
Properties=species:S:1:pos:R:3 method="wB97M-V/def2-TZVPD" e_homo_ev=-9.786 smiles="CC(=O)C(=O)Cl" orbital_gap_ev=9.69 total_charge=0
C -0.228 0.138 0.746
C -1.504 0.697 0.197
O -1.680 1.766 -0.282
C -2.705 -0.486 -0.121
O -2.343 -1.623 -0.232
Cl -4.272 0.179 0.143
H -0.394 -0.570 1.474
H 0.458 0.932 1.092
H 0.166 -0.559 0.049

Entry R
9
Properties=species:S:1:pos:R:3 method="wB97M-V/def2-TZVPD" e_homo_ev=-9.443 smiles=C[C@]12O[C@@]1(Cl)O2 orbital_gap_ev=10.04 total_charge=0
C 0.124 -0.043 -0.003
C 1.459 -0.599 0.060
O 2.279 -0.919 1.218
C 2.806 -0.340 0.049
Cl 4.110 0.703 -0.341
O 2.187 -1.390 -0.819
H -0.633 -0.618 0.442
H -0.203 0.178 -0.940
H -0.010 0.971 0.462

entry Q comes first in stability; the runner-up is 0.1286 hartree higher.

Entry P
45
Properties=species:S:1:pos:R:3 method="wB97M-V/def2-TZVPD" e_homo_ev=-8.599 smiles="CCc1ccccc1NC(=O)CC(=O)Nc1ccccc1CC" orbital_gap_ev=9.38 total_charge=0
C 0.306 -1.910 -0.671
C 1.702 -1.993 -1.294
C 1.889 -0.913 -2.324
C 1.757 -1.213 -3.673
C 1.844 -0.231 -4.644
C 2.063 1.083 -4.273
C 2.209 1.408 -2.938
C 2.124 0.420 -1.964
N 2.295 0.748 -0.607
C 1.876 1.875 0.013
O 1.294 2.799 -0.510
C 2.153 1.824 1.520
C 1.363 0.630 2.036
O 1.883 -0.449 2.228
N 0.037 0.894 2.134
C -0.993 -0.035 2.376
C -0.765 -1.138 3.188
C -1.780 -2.047 3.422
C -3.024 -1.848 2.854
C -3.249 -0.747 2.045
C -2.247 0.175 1.784
C -2.457 1.372 0.886
C -3.799 1.419 0.166
H 0.142 -0.937 -0.214
H 0.187 -2.667 0.100
H -0.456 -2.060 -1.432
H 1.822 -2.967 -1.771
H 2.453 -1.924 -0.502
H 1.575 -2.237 -3.964
H 1.735 -0.493 -5.686
H 2.128 1.858 -5.022
H 2.381 2.429 -2.638
H 2.616 -0.004 -0.011
H 3.215 1.662 1.704
H 1.834 2.761 1.975
H -0.264 1.810 1.831
H 0.209 -1.282 3.623
H -1.596 -2.904 4.052
H -3.824 -2.551 3.035
H -4.226 -0.615 1.609
H -2.358 2.285 1.485
H -1.664 1.388 0.130
H -4.622 1.503 0.873
H -3.943 0.530 -0.443
H -3.826 2.288 -0.488

Entry Q
45
Properties=species:S:1:pos:R:3 method="wB97M-V/def2-TZVPD" e_homo_ev=-7.725 smiles=OCCNCCc1c[nH]c2ccc(OCc3ccccc3)cc12 orbital_gap_ev=8.54 total_charge=0
O -6.013 0.215 0.409
C -5.837 -1.065 -0.156
C -4.978 -1.977 0.735
N -3.667 -1.472 1.081
C -2.558 -1.812 0.217
C -2.404 -0.963 -1.065
C -2.174 0.470 -0.723
C -3.117 1.448 -0.572
N -2.522 2.621 -0.195
C -1.175 2.421 -0.090
C -0.149 3.291 0.258
C 1.131 2.793 0.284
C 1.408 1.449 -0.031
O 2.733 1.115 0.047
C 3.110 -0.208 -0.254
C 4.597 -0.358 -0.069
C 5.259 0.362 0.916
C 6.622 0.209 1.097
C 7.335 -0.671 0.301
C 6.679 -1.395 -0.680
C 5.318 -1.236 -0.867
C 0.393 0.581 -0.380
C -0.916 1.070 -0.411
H -6.366 0.108 1.300
H -6.811 -1.546 -0.331
H -5.360 -0.892 -1.122
H -5.523 -2.128 1.679
H -4.872 -2.951 0.252
H -3.705 -0.464 1.206
H -1.648 -1.690 0.814
H -2.650 -2.869 -0.051
H -3.295 -1.065 -1.687
H -1.552 -1.348 -1.630
H -4.181 1.396 -0.699
H -3.001 3.489 -0.030
H -0.348 4.324 0.502
H 1.966 3.423 0.547
H 2.834 -0.462 -1.288
H 2.591 -0.912 0.420
H 4.698 1.049 1.530
H 7.129 0.777 1.863
H 8.399 -0.792 0.444
H 7.231 -2.081 -1.306
H 4.810 -1.799 -1.638
H 0.581 -0.452 -0.627

entry P comes first in stability; the runner-up is 0.0768 hartree higher.

Entry P
16
Properties=species:S:1:pos:R:3 method="wB97M-V/def2-TZVPD" e_homo_ev=-8.039 smiles=CC1(O)[C@@H]2OCO[C@H]21 orbital_gap_ev=8.61 total_charge=0
C 1.456 1.854 0.268
C 0.816 0.620 0.332
O 1.458 -0.623 0.767
C -0.031 -0.423 -0.671
O -1.174 -0.679 -1.426
C -1.890 -1.402 -0.418
O -1.285 -0.907 0.987
C -0.641 0.282 0.545
H 2.036 2.188 1.240
H 2.083 1.583 -0.574
H 0.666 2.515 -0.047
H 2.471 -0.870 0.232
H 0.357 -1.513 -0.656
H -2.031 -2.490 -0.354
H -2.898 -1.153 -0.437
H -1.393 1.016 0.213

Entry Q
16
Properties=species:S:1:pos:R:3 method="wB97M-V/def2-TZVPD" e_homo_ev=-8.865 smiles="C=C[C@@]1(O)O[C@]1(C)O" orbital_gap_ev=9.39 total_charge=0
C 0.653 1.020 -1.929
C 0.143 1.283 -0.725
C -0.921 0.427 -0.070
O -1.922 1.186 0.645
O -1.310 -0.796 -0.520
C -0.213 -0.604 0.810
C 0.943 -1.459 0.451
O -0.517 -0.531 2.146
H 0.402 0.093 -2.435
H 1.257 1.751 -2.458
H 0.366 2.217 -0.215
H -2.729 0.654 0.559
H 1.878 -1.091 0.881
H 1.045 -1.579 -0.628
H 0.739 -2.469 0.825
H 0.185 -0.101 2.664

Entry R
16
Properties=species:S:1:pos:R:3 method="wB97M-V/def2-TZVPD" e_homo_ev=-8.905 orbital_gap_ev=9.81 total_charge=0
C -1.656 0.147 0.540
C -1.070 1.371 0.512
O 0.137 1.457 -0.195
C 1.357 0.796 0.180
O 1.721 -0.180 -0.570
C 0.662 -0.880 -0.976
C -0.045 -1.540 0.207
O -1.410 -1.066 0.154
H -2.648 0.544 1.165
H -1.555 2.246 1.162
H 1.618 0.472 1.434
H 2.246 1.572 -0.097
H 1.184 -1.533 -1.685
H -0.240 -0.241 -1.094
H 0.543 -1.343 1.127
H -0.215 -2.764 0.102

entry Q comes first in stability; the runner-up is 0.1146 hartree higher.